DFT (ωB97M-V/def2-TZVPD) results for a structure of composition C29H21IrN5O4S at a distorted geometry.

relative energy (zero: lowest compared OMol25 entry of this formula, charge and spin) = 0.395 eV
multiplicity = 6
Kohn-Sham gap (alpha / beta) = 6.34 / 4.86 eV
LUMO level (alpha / beta) = -0.5 / -3.2 eV

XYZ file:
```
61
C29H21IrN5O4S ωB97M-V/def2-TZVPD
Ir 1.32750 -0.95691 -1.29438
O 1.60156 1.05809 -1.72828
C 2.59745 1.86414 -1.45019
C 2.35458 3.26867 -1.48965
C 3.41748 4.09420 -1.14549
C 4.74124 3.66178 -0.92835
C 5.05550 2.33036 -1.07305
C 3.98543 1.42956 -1.32479
C 4.26401 0.06986 -1.37557
N 3.38540 -0.93987 -1.38503
C 3.98776 -2.26333 -1.39169
C 3.09865 -3.21057 -0.64352
N 1.76124 -2.95959 -1.10011
C 1.20457 -3.97396 -1.74201
C -0.13209 -4.11189 -2.06232
C -0.48994 -5.39830 -2.53130
C -1.80255 -5.56447 -2.93266
C -2.68544 -4.48336 -2.80471
C -2.40088 -3.24381 -2.27094
C -1.05879 -2.98528 -1.81745
O -0.66141 -1.94366 -1.15937
H 1.37267 3.62868 -1.74389
H 3.27136 5.15819 -0.98973
H 5.48216 4.39951 -0.63997
H 6.05830 1.97029 -1.00827
H 5.31345 -0.24122 -1.43282
H 4.99552 -2.20643 -0.98061
H 4.10486 -2.62816 -2.44326
H 3.17751 -2.93175 0.42494
H 3.38513 -4.25677 -0.76549
H 1.88065 -4.79510 -1.99680
H 0.22334 -6.21040 -2.45195
H -2.18856 -6.48806 -3.37909
H -3.68383 -4.69674 -3.18504
H -3.12738 -2.43832 -2.20173
C -4.84535 3.87605 2.88980
C -4.83835 3.23292 4.23991
O -5.83622 2.84990 4.82159
S -3.32348 2.94196 5.23024
C -2.19432 2.13551 4.28273
C -0.94628 2.75471 4.00816
C -0.08202 2.12156 3.16203
C -0.49856 0.87449 2.55439
C -1.63671 0.15213 3.06614
C -2.51328 0.81978 3.89520
C 0.08042 0.41477 1.33205
C 0.64504 -0.17372 0.40762
H -5.82635 3.77217 2.45722
H -4.06247 3.44766 2.26291
H -4.58962 4.95894 3.00906
H -0.75138 3.73720 4.38112
H 0.89725 2.51849 2.92857
H -1.82418 -0.84444 2.68646
H -3.46323 0.39811 4.18680
O -0.48488 0.61943 -1.38193
N -1.61590 0.16605 -1.64926
C -2.63822 0.72004 -0.90609
C -2.40355 1.87815 -0.11916
N -2.09231 2.78273 0.53020
C -3.94318 0.12509 -0.94990
N -5.02934 -0.28508 -0.88131
```